This record from the OMol25 dataset describes an isolated molecule of C18H22N2O4S. The level of theory is ωB97M-V with the def2-TZVPD basis set.

Last column: natural (NBO) charge in e.
Geometry (Å):
C -6.452 -1.923 1.078  -0.61
C -7.047 -1.214 -0.133  -0.39
C -6.446 0.182 -0.336  -0.06
C -7.121 0.915 -1.495  -0.61
N -5.021 0.086 -0.574  -0.60
C -4.092 0.661 0.226  0.64
O -4.379 1.317 1.210  -0.63
C -2.694 0.415 -0.204  -0.28
C -1.681 0.949 0.484  -0.12
C -0.262 0.817 0.207  -0.07
C 0.243 -0.118 -0.703  -0.19
C 1.601 -0.205 -0.939  -0.19
C 2.464 0.643 -0.271  -0.25
S 4.217 0.483 -0.565  2.28
O 4.438 0.035 -1.905  -0.93
O 4.884 1.667 -0.100  -0.93
N 4.543 -0.817 0.471  -0.84
C 5.717 -1.594 0.087  -0.28
C 6.975 -0.805 0.232  0.24
C 7.738 -0.508 1.326  -0.30
C 8.739 0.387 0.878  -0.32
C 8.502 0.570 -0.449  0.10
O 7.441 -0.145 -0.845  -0.39
C 1.994 1.573 0.635  -0.21
C 0.636 1.656 0.876  -0.17
H -6.627 -1.341 1.980  0.21
H -6.903 -2.904 1.204  0.21
H -5.378 -2.049 0.962  0.21
H -8.125 -1.110 -0.002  0.21
H -6.876 -1.811 -1.032  0.19
H -6.551 0.766 0.584  0.23
H -8.180 1.046 -1.290  0.21
H -6.670 1.895 -1.632  0.22
H -7.014 0.348 -2.418  0.20
H -4.731 -0.439 -1.384  0.39
H -2.545 -0.195 -1.082  0.19
H -1.947 1.566 1.335  0.23
H -0.430 -0.784 -1.219  0.21
H 2.013 -0.912 -1.642  0.24
H 4.630 -0.456 1.412  0.39
H 5.571 -1.853 -0.963  0.25
H 5.743 -2.498 0.700  0.22
H 7.609 -0.887 2.320  0.22
H 9.518 0.828 1.464  0.23
H 9.002 1.161 -1.191  0.20
H 2.700 2.224 1.127  0.24
H 0.255 2.381 1.580  0.22

Lowest unoccupied orbital energy in eV: -0.307
Gap between HOMO and LUMO in eV: 8.28
SMILES: CC[C@H](C)NC(=O)/C=C/c1ccc(S(=O)(=O)NCc2ccco2)cc1
ΔE to the lowest compared entry with this formula, charge and spin in kcal/mol: 47.11
F_max in eV/A: 1.04
HOMO level in eV: -8.6



This record from the OMol25 dataset describes an isolated molecule of C18H22N2O4S. The level of theory is ωB97M-V with the def2-TZVPD basis set.

Last column: natural (NBO) charge in e.
Geometry (Å):
C -6.009 -0.251 1.349  -0.25
O -5.271 0.851 0.882  -0.49
C -4.060 0.628 0.303  0.29
C -3.378 1.764 -0.139  -0.24
C -2.145 1.648 -0.741  -0.18
C -1.553 0.400 -0.919  -0.07
C -0.203 0.290 -1.562  -0.23
N 0.721 1.230 -0.953  -0.65
C 1.955 1.402 -1.445  0.67
O 2.356 0.856 -2.455  -0.62
C 2.836 2.395 -0.669  -0.14
C 2.120 3.716 -0.382  -0.63
N 3.341 1.746 0.532  -0.87
S 2.343 1.030 1.660  2.30
O 3.129 0.942 2.854  -0.93
O 1.064 1.699 1.757  -0.96
C 2.078 -0.601 0.992  -0.26
C 3.050 -1.195 0.210  -0.20
C 2.830 -2.466 -0.287  -0.20
C 1.655 -3.154 0.006  0.01
C 1.438 -4.530 -0.544  -0.63
C 0.700 -2.541 0.808  -0.22
C 0.905 -1.262 1.297  -0.21
C -2.233 -0.722 -0.478  -0.19
C -3.476 -0.621 0.125  -0.27
H -6.259 -0.941 0.536  0.18
H -6.927 0.163 1.763  0.20
H -5.471 -0.793 2.134  0.18
H -3.842 2.726 0.004  0.23
H -1.631 2.533 -1.083  0.22
H -0.256 0.525 -2.632  0.22
H 0.186 -0.732 -1.472  0.20
H 0.497 1.561 -0.021  0.44
H 3.706 2.579 -1.312  0.23
H 1.677 4.105 -1.295  0.22
H 2.833 4.447 -0.002  0.21
H 1.344 3.576 0.365  0.23
H 4.059 2.272 1.008  0.42
H 3.955 -0.655 -0.012  0.24
H 3.576 -2.933 -0.913  0.22
H 1.496 -4.514 -1.631  0.23
H 0.468 -4.922 -0.250  0.22
H 2.211 -5.206 -0.182  0.23
H -0.213 -3.065 1.051  0.22
H 0.163 -0.764 1.903  0.24
H -1.790 -1.699 -0.611  0.21
H -3.974 -1.519 0.453  0.21

Lowest unoccupied orbital energy in eV: 0.608
Gap between HOMO and LUMO in eV: 9.11
SMILES: COc1ccc(CNC(=O)[C@@H](C)NS(=O)(=O)c2ccc(C)cc2)cc1
ΔE to the lowest compared entry with this formula, charge and spin in kcal/mol: 26.83
F_max in eV/A: 0.90
HOMO level in eV: -8.5



This record from the OMol25 dataset describes a structure of composition C18H22N2O5S2. The level of theory is ωB97M-V with the def2-TZVPD basis set.

Last column: natural (NBO) charge in e.
Geometry (Å):
C -0.179 2.951 0.097  -0.61
C -1.404 2.406 -0.195  0.01
C -2.507 2.089 -0.400  -0.04
C -3.960 1.469 -0.615  -0.24
N -4.225 -0.022 -0.269  -0.77
S -3.955 -1.188 -1.082  2.55
O -4.211 -0.768 -2.305  -1.00
O -4.644 -2.221 -0.780  -0.94
C -2.199 -1.394 -0.997  -0.36
C -1.731 -2.402 0.033  -0.16
C -0.483 -2.330 0.334  -0.25
C 0.403 -1.671 -0.469  -0.16
C 0.155 -1.043 -1.453  -0.28
C -1.196 -0.591 -1.568  -0.16
H -1.568 0.006 -2.478  0.25
H 0.820 -0.341 -1.746  0.25
S 2.259 -2.173 0.154  2.37
O 2.708 -3.209 -0.497  -0.90
O 2.372 -1.886 1.475  -0.95
N 2.947 -0.594 -0.410  -0.72
C 4.326 -0.846 -0.969  -0.16
H 4.311 -1.625 -1.363  0.16
C 4.862 0.527 -1.543  -0.04
H 5.871 0.389 -1.638  0.19
O 4.702 1.727 -1.033  -0.47
C 3.441 1.764 -0.445  -0.10
H 3.338 2.447 0.192  0.19
C 2.844 0.687 0.284  -0.27
H 1.663 0.604 0.633  0.25
H 3.377 0.358 1.337  0.19
H 2.767 2.020 -1.392  0.15
H 4.279 0.512 -2.666  0.11
H 5.010 -0.969 0.043  0.12
H -0.103 -3.361 1.035  0.22
H -2.565 -2.998 0.545  0.25
C -4.142 0.080 1.339  -0.27
C -2.815 -0.099 1.697  -0.10
C -1.741 -0.090 2.608  0.08
C -0.450 -0.068 2.977  -0.76
H -0.634 -0.345 4.080  0.26
H 0.335 -0.842 2.581  0.29
H -0.164 0.971 3.222  0.25
H -4.907 0.567 1.857  0.25
H -4.670 -1.258 1.456  0.21
H -4.336 1.542 -1.733  0.26
H -4.574 2.107 -0.108  0.21
H 0.510 2.538 -0.758  0.21
H -0.141 3.892 0.082  0.22
H 0.205 2.681 0.851  0.20

Lowest unoccupied orbital energy in eV: 0.287
Gap between HOMO and LUMO in eV: 8.75
ΔE to the lowest compared entry with this formula, charge and spin in kcal/mol: 591.42
F_max in eV/A: 19.10
HOMO level in eV: -8.5



This record from the OMol25 dataset describes an isolated molecule of C18H22N2OS. The level of theory is ωB97M-V with the def2-TZVPD basis set.

Last column: natural (NBO) charge in e.
Geometry (Å):
C 3.928 3.139 -1.535  -0.60
C 4.010 1.795 -0.821  -0.39
C 2.841 1.602 0.143  -0.39
C 2.937 0.324 0.973  -0.41
C 2.835 -0.946 0.131  -0.42
C 2.664 -2.194 0.983  -0.50
S 1.120 -2.163 1.976  0.25
C -0.070 -1.948 0.679  0.12
C -0.873 -0.868 0.613  -0.24
C -0.742 0.204 1.510  0.28
N -0.629 1.105 2.211  -0.31
C -1.887 -0.754 -0.506  -0.23
C -3.063 0.101 -0.103  -0.04
C -3.730 -0.146 1.091  -0.16
C -4.813 0.629 1.461  -0.21
C -5.245 1.657 0.640  -0.21
C -4.587 1.907 -0.551  -0.20
C -3.501 1.133 -0.920  -0.20
C -2.355 -2.158 -0.906  -0.49
C -1.217 -3.129 -1.119  0.69
O -1.214 -4.024 -1.928  -0.57
N -0.164 -2.960 -0.253  -0.64
H 4.763 3.262 -2.220  0.21
H 3.950 3.955 -0.815  0.20
H 3.003 3.212 -2.103  0.20
H 4.948 1.737 -0.265  0.19
H 4.014 0.997 -1.566  0.19
H 2.804 2.452 0.827  0.21
H 1.903 1.597 -0.418  0.19
H 2.124 0.331 1.703  0.23
H 3.880 0.315 1.525  0.19
H 1.992 -0.857 -0.560  0.20
H 3.741 -1.075 -0.467  0.22
H 3.449 -2.268 1.734  0.23
H 2.671 -3.100 0.376  0.21
H -1.388 -0.286 -1.368  0.22
H -3.395 -0.942 1.742  0.20
H -5.319 0.432 2.394  0.22
H -6.090 2.263 0.930  0.22
H -4.917 2.709 -1.195  0.21
H -2.987 1.336 -1.849  0.21
H -2.978 -2.576 -0.108  0.24
H -2.960 -2.120 -1.812  0.25
H 0.546 -3.682 -0.255  0.42

Lowest unoccupied orbital energy in eV: 0.182
Gap between HOMO and LUMO in eV: 9.15
SMILES: CCCCCCSC1=C(C#N)[C@H](c2ccccc2)CC(=O)N1
ΔE to the lowest compared entry with this formula, charge and spin in kcal/mol: 1.77
F_max in eV/A: 1.03
HOMO level in eV: -9.0